Below is a 5-piece molecular cluster, C86H73IN6O9 overall at a distorted geometry, with properties calculated with wB97M-V/def2-TZVPD.

```
! RIJCOSX wB97M-V def2-TZVPD def2/J DEFGRID3
* xyz 0 1
H 3.40238 -1.47702 -4.34296
N 2.75377 -0.72859 -4.11675
C 3.39474 0.27187 -3.64907
N 4.84230 0.24530 -3.48704
N 2.80926 1.47769 -3.26643
C 1.34687 1.38872 -3.09862
C 0.86291 2.42154 -2.05125
C -0.44903 1.98249 -1.35308
C -0.20519 1.11226 -0.08755
C 0.02626 -0.35116 -0.51087
C 1.27020 -0.92342 -0.45040
C 2.44713 -0.10742 0.04900
C 1.41523 -2.29996 -0.90106
C 2.81656 -2.90025 -0.80768
C 3.11647 -3.26361 0.67700
N 4.53654 -3.08758 1.06254
C 4.86765 -4.00388 2.19600
C 5.59420 -5.29556 1.72861
C 4.77119 -1.75129 1.58916
C 5.77177 -0.82689 0.87776
O 4.23103 -1.34193 2.59747
C 0.33492 -2.99118 -1.37237
C 0.49451 -4.42717 -1.89332
C 0.25265 -5.51632 -0.85733
C 1.29882 -6.13247 -0.18732
C 1.08728 -7.14789 0.72946
C -0.18488 -7.59894 1.02800
C -1.23793 -6.98333 0.36270
C -1.02160 -5.97303 -0.55015
C -0.97563 -2.40454 -1.40026
N -2.00750 -3.17718 -1.84993
C -3.14251 -2.51972 -1.83923
C -3.31935 -1.17586 -1.40393
C -4.69470 -0.49553 -1.46058
C -5.87813 -1.46681 -1.32332
C -6.01937 -2.08079 0.09148
I -7.67550 -0.25610 -1.67185
N -2.32356 -0.44728 -0.95815
C -1.11403 -1.08217 -0.96528
H 5.02921 -0.22122 -2.60302
H 5.25398 -0.27959 -4.24951
H 3.22644 1.72347 -2.36952
H 0.87790 1.57141 -4.07475
H 1.03350 0.39838 -2.73773
H 0.63996 3.35504 -2.59494
H 1.63561 2.67357 -1.30844
H -1.01026 2.89208 -1.08935
H -1.05713 1.44574 -2.09537
H 0.59445 1.49999 0.54330
H -1.17060 1.09587 0.43908
H 2.60442 -0.19985 1.13281
H 3.35415 -0.39507 -0.50353
H 2.32496 0.96312 -0.15137
H 2.94972 -3.78595 -1.43511
H 3.55711 -2.15805 -1.14004
H 2.48443 -2.65401 1.34723
H 2.86642 -4.31205 0.86876
H 3.98715 -4.22595 2.81874
H 5.56341 -3.46936 2.85860
H 5.61927 -5.40904 0.63875
H 6.60796 -5.32272 2.14366
H 5.02910 -6.15434 2.12524
H 5.35987 0.18754 0.92707
H 6.71646 -0.80211 1.43891
H 5.93116 -1.18781 -0.14491
H 1.47661 -4.56698 -2.35599
H -0.24755 -4.56829 -2.69172
H 2.34426 -5.87685 -0.36878
H 1.95067 -7.61725 1.20365
H -0.35916 -8.41509 1.72624
H -2.23966 -7.35634 0.58425
H -1.90668 -5.56525 -1.04044
H -4.02793 -3.05951 -2.18620
H -4.72211 0.17674 -0.58858
H -4.74360 0.13957 -2.35418
H -5.88147 -2.20097 -2.13181
H -5.89480 -3.17247 0.08987
H -7.02394 -1.87562 0.47867
H -5.33290 -1.60495 0.80687
O -2.56329 -3.59921 -8.63459
C -2.00081 -2.52258 -8.61399
C -2.02119 -1.63397 -9.80900
C -2.70941 -2.03672 -10.94728
C -2.76818 -1.20277 -12.05155
C -2.14052 0.03879 -12.02360
C -1.43932 0.43742 -10.89772
C -1.37170 -0.39843 -9.78945
C -0.59976 0.03481 -8.59262
O 0.00914 1.08609 -8.59729
C -0.59628 -0.84285 -7.39234
C 0.08932 -0.43814 -6.25362
C 0.07566 -1.22967 -5.11639
C -0.62721 -2.43163 -5.11523
C -1.30197 -2.84769 -6.25259
C -1.28574 -2.05925 -7.39672
H -3.20217 -2.99969 -10.96794
H -3.30843 -1.51656 -12.93580
H -2.19782 0.69443 -12.88326
H -0.94714 1.40077 -10.87857
H 0.63208 0.49828 -6.25375
H 0.60346 -0.91328 -4.23750
H -0.64532 -3.04536 -4.22374
H -1.84438 -3.78438 -6.24893
O -0.84917 3.92994 3.20286
C -1.49827 3.64990 4.18965
C -1.09001 2.52161 5.06948
C 0.05767 1.79914 4.76453
C 0.46961 0.77096 5.59614
C -0.26295 0.46044 6.73796
C -1.41664 1.16642 7.03716
C -1.83784 2.19452 6.20222
C -3.08795 2.93271 6.52473
O -3.76736 2.61434 7.48013
C -3.48589 4.07358 5.65660
C -4.63257 4.79656 5.96302
C -4.99642 5.88069 5.18172
C -4.21532 6.24791 4.09019
C -3.07923 5.52196 3.77252
C -2.71272 4.43002 4.54994
H 0.63072 2.04327 3.87986
H 1.36622 0.21210 5.35890
H 0.06705 -0.33552 7.39328
H -1.98842 0.92039 7.92237
H -5.23837 4.51427 6.81416
H -5.88805 6.44485 5.42413
H -4.49628 7.10115 3.48607
H -2.47506 5.80699 2.92140
O -9.65326 1.91692 8.42445
C -9.03106 1.07447 9.03928
C -7.64520 1.34266 9.50775
C -7.06699 2.58106 9.25503
C -5.79242 2.85709 9.71848
C -5.08836 1.89806 10.43879
C -5.65231 0.65684 10.67934
C -6.92949 0.37127 10.21040
C -7.51640 -0.97186 10.45997
O -6.87471 -1.83524 11.02378
C -8.91078 -1.23406 10.00963
C -9.48900 -2.47153 10.26578
C -10.79657 -2.71709 9.88077
C -11.53297 -1.72658 9.23812
C -10.95639 -0.49651 8.96842
C -9.64293 -0.24673 9.34782
H -7.61605 3.32973 8.69920
H -5.34536 3.82276 9.52363
H -4.09630 2.12074 10.81024
H -5.10138 -0.09028 11.23522
H -8.91863 -3.24059 10.76956
H -11.24660 -3.68048 10.08457
H -12.55793 -1.91724 8.94616
H -11.52929 0.27146 8.46576
O 9.84218 3.99938 -6.99179
C 9.51075 4.21329 -5.84342
C 10.51889 4.61780 -4.82533
C 11.84728 4.77119 -5.20382
C 12.78788 5.18416 -4.27486
C 12.40559 5.44727 -2.96300
C 11.08611 5.27962 -2.57695
C 10.13953 4.85908 -3.50353
C 8.72849 4.66571 -3.07110
O 8.41008 4.82355 -1.90961
C 7.71780 4.28180 -4.09240
C 6.38918 4.13166 -3.71450
C 5.43232 3.80564 -4.66121
C 5.79940 3.62848 -5.99142
C 7.12466 3.76361 -6.37153
C 8.08965 4.08537 -5.42459
H 12.14446 4.57194 -6.22487
H 13.82148 5.30725 -4.57263
H 13.14006 5.78174 -2.24132
H 10.79064 5.47946 -1.55549
H 6.10220 4.27352 -2.68106
H 4.39706 3.69160 -4.36526
H 5.04849 3.38233 -6.73166
H 7.40828 3.62226 -7.40611
*
```

- electronic energy (eV) = -125837.8632
- SMILES = [H]/N=C(\N)NCCCCc1c(C)c(CCN(CC)C(C)=O)c(Cc2ccccc2)c2ncc(C[C@@H](C)I)nc12.O=C1c2ccccc2C(=O)c2ccccc21.O=C1c2ccccc2C(=O)c2ccccc21.O=C1c2ccccc2C(=O)c2ccccc21.O=C1c2ccccc2C(=O)c2ccccc21
- frontier orbital gap (eV) = 7.609
- molar mass (g/mol) = 1461.47